Record 1
Entry from the OMol25 dataset: an isolated molecule of C5H7P in a non-equilibrium geometry (ωB97M-V/def2-TZVPD).

Atoms and positions in Å:
C 2.23748 0.45339 0.59568
C 0.03188 -1.84668 -0.15815
C -2.36814 0.82444 -0.82965
C 0.92060 0.67957 0.65853
C -0.13931 -0.18640 0.31500
P -1.87813 0.18723 0.62867
H 2.93936 1.21559 0.88428
H 2.64628 -0.48270 0.26517
H -0.87436 -2.36699 -0.36523
H 1.01240 -2.21273 -0.36198
H -3.39468 1.12633 -0.95586
H -1.71389 0.95546 -1.67688
H 0.58050 1.65348 1.00044

The HOMO energy (spin up / spin down) comes out at -8.7 / -8.0 eV. For the energy above the lowest of the compared OMol25 structures with the same formula, charge and spin, the calculation gives 77.5 kcal per mole. The LUMO energy (spin up / spin down) is -0.0171 / -0.0081 hartree. As for the spin multiplicity: 1. The calculation puts the calculated total energy at -14582.336 eV. The value obtained for the gap between HOMO and LUMO (spin up / spin down) is 8.190 / 7.752 eV.

Results of the Mulliken charge analysis, in e, for atoms 1 through 6: -0.841, -0.879, -0.466, 0.087, 0.319, -0.082

***

Record 2
Entry from the OMol25 dataset: a cluster of 2 separate species, C2H5FSi in total in a non-equilibrium geometry (ωB97M-V/def2-TZVPD).

Atoms and positions in Å:
C 1.37330 -0.14018 0.39049
C 0.54520 -0.27578 -0.64657
F -1.39032 1.36462 -2.31677
Si -1.04960 0.83126 -0.83190
H 2.35065 -0.59145 0.33066
H 1.03515 0.65837 1.06292
H 0.96945 -0.71413 -1.57331
H -2.90271 -1.04073 -1.09372
H -0.71915 1.79899 0.25563

The HOMO energy (spin up / spin down) comes out at -9.6 / -8.4 eV. For the energy above the lowest of the compared OMol25 structures with the same formula, charge and spin, the calculation gives 84.9 kcal per mole. The LUMO energy (spin up / spin down) is -0.0282 / -0.0229 hartree. As for the spin multiplicity: 1. The calculation puts the calculated total energy at -12746.766 eV. The value obtained for the gap between HOMO and LUMO (spin up / spin down) is 8.871 / 7.785 eV.

Results of the Mulliken charge analysis, in e, for atoms 1 through 6: -0.543, -0.227, -0.219, 0.415, 0.264, 0.182

***

Record 3
Entry from the OMol25 dataset: a cluster of 4 separate species, C5H11NO in total (ωB97M-V/def2-TZVPD).

Atoms and positions in Å:
C 1.98654 0.19946 -0.40921
C 1.17078 -0.90723 -0.50484
C -0.87395 -0.42042 0.23283
C -0.78236 -0.93576 1.64277
N -1.07332 0.87359 0.06531
C -1.58271 1.27730 -1.17669
O -2.25483 0.59543 -1.91738
H 2.31116 0.72637 -1.30367
H 1.07506 1.50111 -0.06112
H 2.61779 0.35029 0.46407
H 0.83193 -1.22616 -1.48629
H 1.23647 -1.68301 0.25120
H -1.23088 -1.08953 -0.55022
H -0.48582 -1.98782 1.68081
H -0.07204 -0.33847 2.22403
H -1.76405 -0.83493 2.12039
H 0.23782 1.56701 0.12974
H -1.34758 2.33277 -1.40173

The HOMO energy comes out at -9.1 eV. For the energy above the lowest of the compared OMol25 structures with the same formula, charge and spin, the calculation gives 108.4 kcal per mole. The LUMO energy is 0.0125 hartree. As for the spin multiplicity: 1. The calculation puts the calculated total energy at -8896.998 eV. The value obtained for the gap between HOMO and LUMO is 9.436 eV.

Results of the Mulliken charge analysis, in e, for atoms 1 through 6: -0.702, -0.584, -0.031, -1.187, -0.445, 0.169

***

Record 4
Entry from the OMol25 dataset: an isolated molecule of C11H16N2 in a non-equilibrium geometry (ωB97M-V/def2-TZVPD).

Atoms and positions in Å:
C 2.63081 0.71591 1.81625
C 2.67617 -0.26821 0.82459
C 1.55973 -0.54911 0.02944
C 0.33209 0.12096 0.18551
C 0.25217 1.05973 1.25818
C 1.38691 1.34767 2.01050
C -0.89568 -1.47520 -1.27494
C -2.34974 -1.89824 -1.33494
C -3.18401 -0.90876 -2.15538
C -2.66795 0.53311 -1.97857
C -1.87167 0.68367 -0.67803
H 4.64672 0.66282 2.25689
H 3.80063 1.96825 2.95449
H 3.57888 -0.82231 0.66322
H 1.68932 -1.27522 -0.76235
H -0.66121 1.59694 1.40539
H 1.34637 2.12766 2.80650
H -0.44812 -1.57997 -2.27001
H -0.33500 -2.17082 -0.67841
H -2.71200 -1.88793 -0.29433
H -2.45275 -2.95291 -1.66671
H -4.26560 -0.94157 -1.88858
H -3.11472 -1.19616 -3.22725
H -3.47818 1.24515 -1.92000
H -1.98228 0.83441 -2.79237
H -1.57055 1.72629 -0.60523
H -2.55856 0.46373 0.18879
N 3.74874 0.99927 2.65002
N -0.70530 -0.13750 -0.70513

The HOMO energy comes out at -6.9 eV. For the energy above the lowest of the compared OMol25 structures with the same formula, charge and spin, the calculation gives 8.8 kcal per mole. The LUMO energy is 0.0364 hartree. As for the spin multiplicity: 1. The calculation puts the calculated total energy at -14646.673 eV. The value obtained for the gap between HOMO and LUMO is 7.908 eV.

Results of the Mulliken charge analysis, in e, for atoms 1 through 6: 0.795, -0.622, -0.455, 0.415, -0.625, -0.578

***

Record 5
Entry from the OMol25 dataset: a structure of composition C27H28As2Cl5N2OPd (ωB97M-V/def2-TZVPD).

Atoms and positions in Å:
Pd 0.70940 0.96143 -0.94579
C 3.11904 2.44289 -2.77588
As 2.44498 2.60035 -0.96673
C 2.62733 4.49848 -0.66084
C 3.86701 1.87727 0.12686
C 5.15746 2.36699 -0.02405
C 6.19753 1.83708 0.72590
C 5.93751 0.81780 1.62909
C 4.64422 0.33478 1.78964
C 3.59296 0.86044 1.04781
As 1.74954 0.15900 1.20230
C 1.99251 -1.23508 2.53114
C 0.93580 1.50267 2.35400
H 4.02189 3.04173 -2.88795
H 2.35688 2.79344 -3.46913
H 3.34754 1.39991 -2.98662
H 3.66246 4.73913 -0.90065
H 2.42994 4.73208 0.38189
H 1.95383 5.05332 -1.30751
H 5.36454 3.15709 -0.73715
H 7.20373 2.21252 0.59859
H 6.74338 0.39206 2.21199
H 4.47439 -0.46338 2.49902
H 2.55653 -0.81985 3.36457
H 2.48910 -2.11043 2.12010
H 1.00425 -1.52382 2.87752
H 1.57356 1.66297 3.22224
H -0.03934 1.13603 2.67552
H 0.79568 2.43832 1.81617
Cl -0.41778 4.57124 0.11555
C -1.39294 3.34788 -0.60048
C -0.89915 2.19958 -1.06330
C -1.84552 1.18644 -1.53480
Cl -1.83056 -1.43032 1.85310
C -3.29000 1.26861 -1.26428
Cl -2.31470 -1.84816 -1.55121
C -3.73254 2.62380 -0.91436
Cl -5.42008 2.93283 -0.90849
C -2.85360 3.59982 -0.62022
Cl -3.40484 5.18114 -0.25888
C -5.14016 -3.42111 -1.37608
N -4.84677 -2.05633 -0.84460
N -5.20263 -1.66613 0.23190
C -0.94954 0.11711 -1.95583
O -1.45774 0.70026 -2.98656
C -4.16025 0.24506 -1.31521
C -3.99075 -1.17254 -1.77970
C -4.37658 -1.30604 -3.23963
C -0.94560 -2.93619 1.86426
C -0.15864 -3.27236 0.77264
C 0.57592 -4.44979 0.80808
C 0.51993 -5.27528 1.92160
C -0.28108 -4.92684 3.00126
C -1.02303 -3.75522 2.97829
H -5.53233 -3.98597 -0.53959
H -4.23287 -3.88338 -1.76386
H -5.88184 -3.35768 -2.17037
H -5.19826 0.45577 -1.08928
H -3.75861 -0.63921 -3.83814
H -5.42267 -1.01819 -3.35630
H -4.24206 -2.32564 -3.59358
H -0.10927 -2.61130 -0.08326
H 1.19299 -4.72008 -0.03892
H 1.09483 -6.19105 1.94746
H -0.33397 -5.57211 3.86808
H -1.65093 -3.47385 3.81273

The HOMO energy comes out at -10.4 eV. Its total charge is +1. For the energy above the lowest of the compared OMol25 structures with the same formula, charge and spin, the calculation gives 199.7 kcal per mole. The LUMO energy is -0.1537 hartree. As for the spin multiplicity: 1. The calculation puts the calculated total energy at -221237.199 eV. The value obtained for the gap between HOMO and LUMO is 6.247 eV.

Results of the Mulliken charge analysis, in e, for atoms 1 through 6: -1.219, -1.126, 0.963, -1.287, -0.218, -0.601

***

Record 6
Entry from the OMol25 dataset: an isolated molecule of C25H20ClN3O5 in a non-equilibrium geometry (ωB97M-V/def2-TZVPD).

Atoms and positions in Å:
C 1.54063 3.65101 -6.18239
H 1.13930 4.58898 -6.56584
O 0.93304 3.48414 -4.91743
C 1.02321 2.32697 -4.22944
C 0.24233 2.28939 -3.06647
C 0.21595 1.18853 -2.25107
C 0.95253 0.04223 -2.56858
C 1.71953 0.05843 -3.74248
C 1.78896 1.19583 -4.55595
O 2.60446 1.19524 -5.67085
C 3.99242 1.20329 -5.40198
H 4.29885 0.36776 -4.76683
H 4.48346 1.12315 -6.36998
H 4.29275 2.13860 -4.91430
C 2.48097 -1.15699 -4.15384
O 3.25522 -1.76762 -3.46055
O 2.18948 -1.52465 -5.40254
H 2.70166 -2.30832 -5.65975
C 0.89398 -1.12932 -1.72446
N 0.36306 -1.07092 -0.56299
N 0.31527 -2.16582 0.19850
C -0.23549 -2.27547 1.46676
O -0.23859 -3.37743 1.98054
C -0.74528 -1.06538 2.09716
C -1.39566 -0.95431 3.31955
C -1.59660 0.43976 3.53847
C -2.21305 1.16740 4.55994
C -2.23895 2.53643 4.44047
C -1.68292 3.20879 3.34310
C -1.08662 2.50811 2.32120
C -1.04809 1.11949 2.42011
N -0.54339 0.19072 1.57422
H -0.08204 0.32881 0.68456
H -0.66250 3.01776 1.46964
H -1.73479 4.28547 3.30952
Cl -2.98821 3.48381 5.68407
H -2.65641 0.66960 5.40729
C -1.82279 -2.01607 4.22544
C -2.57456 -3.09417 3.76735
C -2.99362 -4.07472 4.64575
C -2.67059 -3.99301 5.99026
C -1.92541 -2.92243 6.45445
C -1.50700 -1.93709 5.57983
H -0.91059 -1.11053 5.93826
H -1.66768 -2.85587 7.50171
H -2.99735 -4.76264 6.67424
H -3.57580 -4.90820 4.28075
H -2.83144 -3.15625 2.72116
H 0.69240 -3.04483 -0.16712
H 1.32861 -2.05873 -2.09517
H -0.40208 1.18356 -1.36815
H -0.33630 3.16950 -2.83434
H 2.62708 3.73288 -6.10076
H 1.28868 2.83509 -6.86106

The HOMO energy comes out at -7.9 eV. The LUMO energy is -0.0096 hartree. As for the spin multiplicity: 1. The calculation puts the calculated total energy at -53479.405 eV. The value obtained for the gap between HOMO and LUMO is 7.654 eV.

Results of the Mulliken charge analysis, in e, for atoms 1 through 6: -0.715, 0.285, -0.459, 0.480, -1.010, -0.842

***

Record 7
Entry from the OMol25 dataset: an isolated molecule of C5H6N2O in a non-equilibrium geometry (ωB97M-V/def2-TZVPD).

Atoms and positions in Å:
C -1.15267 0.96178 0.94467
C -0.18872 0.09333 -0.01082
C 1.73905 -0.38097 -0.74935
C 0.64049 -1.02677 0.50345
C -1.34852 -0.70892 -0.88351
H -1.73837 1.71297 0.65594
H -0.64467 1.61148 1.95189
H -1.91014 0.04015 1.40540
H 1.00240 1.53501 -0.49454
H 1.89259 -1.23210 -1.69824
H 2.88875 0.13661 -0.47028
N 0.76077 0.66015 -0.94839
N -2.34752 -1.23849 -1.12373
O 0.40656 -2.16425 0.91752

The HOMO energy comes out at -10.0 eV. For the energy above the lowest of the compared OMol25 structures with the same formula, charge and spin, the calculation gives 125.4 kcal per mole. The LUMO energy is -0.0209 hartree. As for the spin multiplicity: 1. The calculation puts the calculated total energy at -10304.166 eV. The value obtained for the gap between HOMO and LUMO is 9.447 eV.

Results of the Mulliken charge analysis, in e, for atoms 1 through 6: -1.216, 1.119, -0.536, 0.280, -0.074, 0.461

***

Record 8
Entry from the OMol25 dataset: the ion C5H15NP with charge +1 in a non-equilibrium geometry (ωB97M-V/def2-TZVPD).

Atoms and positions in Å:
C 0.80001 -2.47493 0.68135
C -1.33681 1.14603 -1.16539
C -0.28202 -1.38177 0.51680
C 0.47479 -0.09539 0.34154
C -0.61360 1.05648 0.17125
N 1.18903 -0.03132 -0.96880
P 0.20066 2.77621 0.67403
H 1.42921 -2.30212 1.48319
H 0.07125 -3.40738 0.89900
H 1.31252 -2.70718 -0.18141
H -2.23608 1.58542 -0.97405
H -0.89598 1.74911 -1.89339
H -1.61012 0.15367 -1.55568
H -0.88218 -1.57777 -0.30398
H -0.99696 -1.24380 1.40326
H 1.21945 0.15405 1.14743
H -1.25909 0.96348 0.98432
H 1.93138 -0.81714 -1.11028
H 1.66577 0.84096 -1.28344
H 0.49175 -0.23498 -1.63790
H 0.42244 2.46517 1.96296
H -1.09539 3.38320 0.80918

The HOMO energy comes out at -13.1 eV. Its total charge is +1. For the energy above the lowest of the compared OMol25 structures with the same formula, charge and spin, the calculation gives 26.3 kcal per mole. The LUMO energy is -0.1267 hartree. As for the spin multiplicity: 1. The calculation puts the calculated total energy at -16198.971 eV. The value obtained for the gap between HOMO and LUMO is 9.639 eV.

Results of the Mulliken charge analysis, in e, for atoms 1 through 6: -1.341, -1.837, -0.441, -0.508, -0.156, -0.300

***

Q: What is the formula in the second record?
A: C2H5FSi